No. 1
C26H56AlFN5O2PSSbSi | wB97M-V/def2-TZVPD

ΔE to the lowest compared entry with this formula, charge and spin	0.0	kcal/mol
charge	+3
HOMO-LUMO gap	8.26	eV
LUMO energy	-6.9	eV
total energy	-3059.516529	Eh
spin multiplicity	1
E_HOMO	-0.556	Ha

Atoms and positions in Å:
Al  -0.385  0.631  -0.389
C  0.885  0.045  2.635
Si  0.300  1.833  2.498
C  1.699  3.016  2.885
C  -1.171  2.142  3.595
N  -0.181  1.969  0.798
C  -0.606  3.195  0.260
C  -0.611  4.450  0.876
C  -1.083  5.568  0.199
C  -1.565  5.493  -1.101
C  -1.582  4.267  -1.759
C  -1.102  3.217  -1.033
F  -1.091  1.887  -1.649
H  0.258  -0.537  3.311
H  1.901  0.004  3.026
H  0.913  -0.492  1.676
H  2.495  2.514  3.437
H  1.365  3.848  3.506
H  2.137  3.442  1.980
H  -0.985  1.781  4.609
H  -2.062  1.639  3.218
H  -1.404  3.205  3.676
H  -0.250  4.558  1.888
H  -1.076  6.523  0.706
H  -1.934  6.376  -1.603
H  -1.956  4.146  -2.765
N  3.402  2.173  -1.688
C  2.888  1.340  -2.774
P  2.283  -0.225  -2.114
O  3.283  -1.064  -1.405
O  0.967  0.126  -1.378
C  1.784  -1.271  -3.571
N  2.571  -2.548  -3.450
H  2.636  2.626  -1.199
H  3.972  2.919  -2.072
H  4.672  1.280  0.139
H  3.693  1.101  -3.472
H  2.076  1.799  -3.354
H  2.021  -0.795  -4.521
H  0.721  -1.504  -3.557
H  3.209  -2.691  -4.233
H  1.970  -3.369  -3.385
H  3.132  -2.443  -2.565
S  4.410  0.815  1.376
C  5.897  -0.051  1.586
N  7.027  0.164  0.937
C  8.135  -0.626  1.505
C  7.404  -1.546  2.505
N  6.040  -0.991  2.499
H  7.162  0.937  0.307
H  8.841  0.040  1.999
H  8.650  -1.179  0.724
H  7.831  -1.496  3.504
H  7.381  -2.583  2.176
H  5.279  -1.353  3.050
C  -2.786  -1.437  2.717
C  -2.490  -2.382  1.554
C  -3.595  -3.426  1.417
C  -1.144  -3.076  1.753
Sb  -2.393  -1.133  -0.237
C  -4.193  0.116  -0.378
C  -3.988  1.294  0.572
C  -5.433  -0.678  0.021
C  -4.342  0.622  -1.810
C  -2.157  -2.333  -2.045
C  -3.385  -3.196  -2.319
C  -0.920  -3.209  -1.849
C  -1.922  -1.384  -3.222
H  -2.718  -2.005  3.649
H  -3.793  -1.026  2.665
H  -2.075  -0.611  2.783
H  -3.623  -4.005  2.345
H  -3.401  -4.131  0.610
H  -4.582  -2.991  1.278
H  -1.133  -3.518  2.753
H  -0.293  -2.396  1.688
H  -0.999  -3.890  1.044
H  -3.941  0.985  1.616
H  -4.841  1.971  0.472
H  -3.090  1.876  0.347
H  -5.442  -0.928  1.081
H  -5.557  -1.594  -0.558
H  -6.312  -0.056  -0.169
H  -3.435  1.084  -2.205
H  -5.124  1.385  -1.817
H  -4.660  -0.168  -2.491
H  -3.563  -3.935  -1.540
H  -3.235  -3.742  -3.255
H  -4.288  -2.597  -2.437
H  -1.055  -3.958  -1.070
H  -0.032  -2.620  -1.593
H  -0.730  -3.753  -2.782
H  -2.830  -0.874  -3.535
H  -1.578  -1.970  -4.081
H  -1.166  -0.615  -3.017

These are the natural (NBO) partial charges, in e, on atoms 1 to 4: number 1, Al, carries 1.810; number 2, C, carries -1.118; number 3, Si, carries 1.817; number 4, C, carries -1.146

No. 2
C26H56B5Cl8F4MgN3O11PS | wB97M-V/def2-TZVPD

charge	+1
HOMO-LUMO gap	0.75	eV
LUMO energy	-8.5	eV
total energy	-7161.206540	Eh
spin multiplicity	1
E_HOMO	-0.341	Ha

Atoms and positions in Å:
N  -2.279  7.565  5.153
B  -1.891  6.864  3.973
O  -2.299  7.373  2.728
B  -0.917  5.455  4.010
O  -0.972  4.566  5.108
B  -1.532  3.373  4.678
C  -2.527  2.595  5.622
C  -3.822  2.210  4.907
C  -4.678  3.425  4.489
C  -5.302  3.322  3.109
C  -5.479  2.128  2.429
C  -6.027  2.084  1.153
C  -6.423  3.264  0.547
C  -6.266  4.463  1.227
C  -5.719  4.505  2.495
O  -1.181  2.923  3.424
B  -0.158  3.661  2.812
P  1.242  2.764  1.833
N  0.739  1.124  1.775
O  1.040  3.265  0.259
O  -0.123  5.033  2.951
H  -3.069  8.172  4.951
H  -2.520  6.981  5.944
H  -3.088  6.913  2.424
H  -2.024  1.663  5.897
H  -2.680  3.138  6.559
H  -4.383  1.537  5.614
H  -3.566  1.557  4.078
H  -4.062  4.326  4.486
H  -5.508  3.678  5.207
H  -5.182  1.187  2.879
H  -6.121  1.130  0.653
H  -6.833  3.269  -0.454
H  -6.562  5.388  0.747
H  -5.617  5.458  3.002
H  -0.253  1.013  1.976
H  1.226  0.628  2.514
H  0.660  4.154  0.259
C  -0.782  1.544  -1.635
Cl  -2.344  1.224  -0.874
Cl  -0.914  1.684  -3.398
H  -0.386  2.476  -1.256
H  -0.106  0.731  -1.395
C  3.552  2.018  -5.595
C  3.733  2.849  -4.332
C  5.016  2.562  -3.561
O  4.937  1.319  -2.882
C  5.399  0.183  -3.611
N  2.608  2.569  -3.388
H  3.299  0.979  -5.376
H  2.746  2.424  -6.209
H  4.461  2.031  -6.192
H  3.669  3.911  -4.573
H  5.138  3.326  -2.789
H  5.886  2.615  -4.218
H  6.149  0.451  -4.355
H  4.565  -0.324  -4.103
H  5.842  -0.513  -2.900
H  1.694  2.556  -3.838
H  2.584  3.265  -2.618
H  2.785  1.658  -2.950
B  3.161  5.994  -2.153
F  3.024  4.896  -1.246
F  2.617  7.154  -1.627
F  4.513  6.159  -2.468
F  2.455  5.625  -3.343
C  -1.154  -1.393  3.675
C  -0.391  -0.872  4.867
O  -0.412  0.306  5.161
C  0.394  -1.873  5.669
H  -1.662  -0.566  3.179
H  -0.467  -1.863  2.969
H  -1.900  -2.125  3.991
H  1.143  -2.352  5.036
H  -0.273  -2.639  6.067
H  0.894  -1.369  6.493
O  5.945  -2.292  -5.807
S  6.008  -3.506  -5.045
O  7.000  -3.671  -4.030
O  6.061  -4.738  -6.046
C  7.074  -4.721  -7.081
C  8.440  -5.112  -6.556
C  4.424  -3.848  -4.362
H  7.092  -3.740  -7.557
H  6.733  -5.440  -7.823
H  8.835  -4.357  -5.877
H  9.137  -5.224  -7.387
H  8.386  -6.052  -6.009
H  3.675  -3.776  -5.145
H  4.238  -3.105  -3.588
H  4.438  -4.845  -3.929
C  -3.243  -4.823  5.947
Cl  -1.974  -6.038  6.068
Cl  -2.913  -3.458  7.023
Cl  -3.423  -4.268  4.277
H  -4.179  -5.269  6.256
Mg  -5.807  2.194  6.626
Cl  -7.203  -4.977  6.862
C  -7.502  -6.722  7.106
C  -6.603  -7.299  8.167
Cl  -4.901  -7.318  7.639
H  -7.359  -7.219  6.150
H  -8.543  -6.831  7.403
H  -6.889  -8.329  8.375
H  -6.658  -6.730  9.092
C  -0.090  -5.748  -7.277
C  1.213  -5.057  -6.986
O  1.491  -4.605  -5.904
C  2.215  -4.940  -8.117
H  -0.705  -5.760  -6.380
H  -0.616  -5.215  -8.070
H  0.096  -6.772  -7.600
H  1.724  -4.341  -8.948
H  2.491  -5.927  -8.485
H  3.111  -4.410  -7.796
Cl  1.465  -4.486  -10.824

These are the Löwdin partial charges, in e, on atoms 1 to 4: number 1, N, carries 0.196; number 2, B, carries -0.445; number 3, O, carries 0.108; number 4, B, carries -0.338

No. 3
C26H56BBeBr2Cl5F4MgN7O8P3S2 | wB97M-V/def2-TZVPD

charge	+2
HOMO-LUMO gap	1.94	eV
LUMO energy	-8.1	eV
total energy	-11917.389372	Eh
spin multiplicity	1
E_HOMO	-0.368	Ha

Atoms and positions in Å:
C  6.489  -1.010  -3.756
C  5.917  0.393  -3.387
C  6.823  1.569  -3.929
C  6.353  1.987  -5.353
C  6.387  3.529  -5.556
C  4.990  4.212  -5.644
C  3.944  3.504  -6.557
C  2.949  2.723  -5.627
C  1.896  1.901  -6.424
C  0.904  1.257  -5.487
N  -0.114  1.893  -4.906
C  -0.867  1.075  -4.146
N  -1.968  1.358  -3.454
P  -3.010  0.338  -2.482
N  -4.046  1.096  -1.617
P  -2.488  3.099  -3.549
O  -2.441  3.598  -4.939
N  -0.256  -0.172  -4.218
S  -0.523  -1.718  -3.543
N  0.819  -0.038  -5.051
P  1.883  -1.413  -5.404
N  3.226  -0.828  -6.326
O  1.079  -2.400  -6.462
H  7.123  -1.403  -2.947
H  7.078  -1.011  -4.689
H  5.660  -1.730  -3.882
H  5.835  0.444  -2.281
H  4.883  0.436  -3.787
H  6.823  2.445  -3.232
H  7.829  1.122  -4.018
H  5.382  1.508  -5.549
H  7.054  1.541  -6.083
H  7.045  3.836  -6.386
H  6.879  3.955  -4.646
H  5.174  5.210  -6.087
H  4.534  4.432  -4.636
H  3.406  4.182  -7.232
H  4.478  2.738  -7.156
H  2.413  3.509  -5.055
H  3.488  2.124  -4.852
H  1.310  2.640  -7.005
H  2.329  1.212  -7.161
H  -3.702  -0.526  -3.371
H  -2.181  -0.427  -1.620
H  -3.912  0.918  -0.619
H  -1.769  3.887  -2.620
H  -3.840  3.130  -3.135
H  0.488  -1.906  -2.649
H  3.682  -0.035  -5.885
H  3.860  -1.619  -6.413
H  1.444  -3.295  -6.376
B  -5.075  -1.416  0.663
F  -4.718  -2.508  1.439
F  -4.381  -0.286  1.066
F  -4.760  -1.695  -0.737
F  -6.462  -1.197  0.735
Be  5.194  3.026  -3.028
O  -4.151  4.614  -1.363
H  -5.009  4.199  -1.214
C  -1.663  -3.334  6.636
O  -2.744  -3.902  5.911
C  -3.967  -3.205  6.112
C  -4.288  -2.298  4.941
O  -3.361  -1.226  4.838
C  -2.394  -1.425  3.826
H  -0.736  -3.771  6.267
H  -1.615  -2.250  6.509
H  -1.762  -3.573  7.700
H  -3.942  -2.638  7.047
H  -4.754  -3.961  6.197
H  -5.274  -1.850  5.103
H  -4.328  -2.868  4.007
H  -2.853  -1.279  2.844
H  -1.946  -2.422  3.877
H  -1.606  -0.683  3.958
C  -6.920  -5.230  0.612
Cl  -7.217  -6.910  0.178
Cl  -8.354  -4.253  0.229
Cl  -6.551  -5.101  2.316
Cl  -5.533  -4.616  -0.344
Cl  3.725  4.086  -1.742
Br  7.319  7.023  -7.138
C  6.390  8.644  -6.569
C  5.370  9.079  -7.587
Br  6.213  9.932  -9.116
H  7.154  9.393  -6.381
H  5.907  8.381  -5.629
H  4.710  9.836  -7.164
H  4.773  8.257  -7.972
Mg  -6.343  -2.542  -1.884
N  -9.048  -2.427  4.489
C  -8.474  -1.266  4.165
C  -8.445  -0.160  5.000
C  -9.050  -0.262  6.242
C  -9.653  -1.457  6.599
C  -9.622  -2.504  5.691
H  -8.015  -1.232  3.182
H  -7.963  0.755  4.685
H  -9.051  0.579  6.924
H  -10.136  -1.575  7.559
H  -10.078  -3.459  5.928
O  1.953  -4.198  8.038
S  1.595  -4.550  9.381
O  0.481  -3.941  10.041
O  2.883  -4.423  10.314
C  3.562  -3.154  10.371
C  2.778  -2.115  11.150
C  1.406  -6.299  9.489
H  3.787  -2.804  9.362
H  4.513  -3.336  10.870
H  1.839  -1.873  10.654
H  3.353  -1.194  11.246
H  2.530  -2.487  12.145
H  2.259  -6.781  9.019
H  0.488  -6.557  8.963
H  1.325  -6.580  10.537

These are the Löwdin partial charges, in e, on atoms 1 to 4: number 1, C, carries -0.072; number 2, C, carries -0.259; number 3, C, carries -0.171; number 4, C, carries -0.194

No. 4
C26H56BN2O12S5 | wB97M-V/def2-TZVPD

charge	+1
HOMO-LUMO gap	7.75	eV
LUMO energy	-3.4	eV
total energy	-4052.129338	Eh
spin multiplicity	1
E_HOMO	-0.408	Ha

Atoms and positions in Å:
C  -4.623  -1.209  4.678
C  -3.920  -2.634  4.261
O  -4.697  -3.707  4.911
B  -4.229  -5.051  4.512
O  -5.210  -6.176  4.707
C  -2.715  -5.388  3.897
C  -2.675  -5.285  2.229
N  -1.202  -5.244  1.864
C  -0.481  -6.519  2.241
C  -0.839  -7.114  3.724
N  -2.219  -6.775  4.243
H  -5.162  -0.695  3.771
H  -3.792  -0.451  5.071
H  -5.447  -1.436  5.486
H  -3.913  -2.730  3.092
H  -2.789  -2.579  4.616
H  -5.208  -6.443  5.683
H  -1.916  -4.610  4.311
H  -3.307  -4.390  1.812
H  -3.184  -6.288  1.846
H  -0.721  -4.391  2.237
H  -0.601  -7.286  1.355
H  0.681  -6.247  2.264
H  -0.039  -6.851  4.563
H  -0.803  -8.303  3.629
H  -2.907  -7.551  4.001
H  -2.151  -6.807  5.304
C  -1.516  3.573  2.000
C  -3.042  3.492  1.992
C  -3.426  2.043  2.287
S  -2.097  1.364  3.269
O  -1.441  0.326  2.501
O  -2.567  1.148  4.623
C  -1.069  2.819  3.243
H  -1.165  4.609  2.009
H  -1.116  3.087  1.102
H  -3.446  4.147  2.774
H  -3.460  3.825  1.037
H  -4.361  1.981  2.849
H  -3.503  1.455  1.368
H  -0.017  2.533  3.217
H  -1.281  3.394  4.150
C  2.202  0.313  0.436
C  1.451  -0.764  -0.346
C  0.381  -0.062  -1.180
S  0.999  1.582  -1.506
O  0.144  2.537  -0.834
O  1.335  1.695  -2.911
C  2.505  1.416  -0.567
H  3.117  -0.079  0.891
H  1.564  0.700  1.239
H  2.151  -1.288  -1.008
H  1.007  -1.511  0.320
H  0.206  -0.579  -2.127
H  -0.558  0.032  -0.628
H  2.759  2.367  -0.097
H  3.298  1.113  -1.258
C  0.313  1.484  -7.154
C  -1.213  1.403  -7.161
C  -1.597  -0.046  -6.867
S  -0.268  -0.725  -5.885
O  0.388  -1.763  -6.652
O  -0.738  -0.941  -4.531
C  0.760  0.730  -5.910
H  0.664  2.520  -7.144
H  0.713  0.998  -8.052
H  -1.617  2.058  -6.379
H  -1.631  1.736  -8.116
H  -2.532  -0.108  -6.305
H  -1.674  -0.634  -7.785
H  1.812  0.444  -5.936
H  0.548  1.305  -5.004
C  5.669  2.713  -8.554
C  5.570  4.089  -9.211
C  4.137  4.256  -9.713
S  3.114  3.254  -8.645
O  2.546  2.177  -9.429
O  2.301  4.119  -7.813
C  4.444  2.594  -7.659
H  6.595  2.600  -7.984
H  5.648  1.933  -9.325
H  5.794  4.864  -8.468
H  6.290  4.200  -10.028
H  3.810  5.297  -9.656
H  4.025  3.885  -10.735
H  4.221  1.566  -7.371
H  4.544  3.222  -6.769
C  2.191  1.525  7.814
C  1.439  0.449  7.032
C  0.369  1.150  6.198
S  0.987  2.794  5.872
O  0.132  3.750  6.543
O  1.323  2.907  4.467
C  2.493  2.628  6.810
H  3.105  1.134  8.268
H  1.552  1.913  8.616
H  2.139  -0.076  6.369
H  0.995  -0.298  7.697
H  0.194  0.633  5.251
H  -0.570  1.245  6.750
H  2.747  3.579  7.281
H  3.286  2.325  6.120

These are the Löwdin partial charges, in e, on atoms 1 to 4: number 1, C, carries -0.070; number 2, C, carries -0.227; number 3, O, carries -0.004; number 4, B, carries -0.343

| no. | M (g mol⁻¹) |
| --- | --- |
| 1 | 729.6 |
| 2 | 1087.8 |
| 3 | 1209.0 |
| 4 | 759.9 |